11
Properties=species:S:1:pos:R:3 method="wB97M-V/def2-TZVPD" smiles="C=C1SC=C(Cl)C1=O" total_charge=0 max_force_ev_per_a=6.61 de_lowest_kcal_mol=40.31
C -1.0447 -0.4067 -1.9059
C -0.0821 0.0171 -0.9383
S 1.6805 -0.1638 -0.8213
C 1.6366 -0.0855 0.8786
C 0.3742 0.1202 1.3389
Cl 0.0749 0.4081 3.1077
C -0.6262 0.2158 0.4405
O -1.8405 0.3946 0.7314
H -0.9008 -0.7253 -2.9458
H -1.9112 -0.0500 -1.2753
H 2.6392 0.2755 1.3895